[1]
A structure of composition C26H28IrN7O4S3 in a non-equilibrium geometry, computed with ωB97M-V/def2-TZVPD.

Structure (XYZ):
```
69
Properties=species:S:1:pos:R:3:forces:R:3:mulliken_charge:R:1
Ir -0.2011 -0.8276 -0.1071 -2.91 0.38 0.44 1.44
C 2.9109 -0.9336 0.5836 0.48 0.40 0.17 -1.40
N 1.9922 -1.9860 0.1276 -0.56 0.35 -0.15 1.29
C 2.4053 -2.5053 -1.1892 -0.20 -0.16 -0.65 -1.49
C 1.4971 -2.0446 -2.3294 0.66 0.17 0.07 -1.01
N 0.0874 -2.2479 -1.9971 0.48 0.71 1.72 1.46
C -0.1991 -3.6547 -1.6829 -0.16 -0.68 0.20 -1.21
C -0.8355 -1.8072 -3.0036 -1.28 0.57 -0.74 -0.53
C -0.5225 -1.7529 -4.3514 0.21 -0.19 0.29 -0.36
C -1.5030 -1.4754 -5.2910 -0.27 0.00 -0.04 -0.96
C -2.8126 -1.2594 -4.8917 0.22 -0.19 -0.23 -0.68
C -3.1373 -1.2693 -3.5492 0.26 0.05 0.40 -0.71
C -2.1541 -1.5190 -2.5900 0.57 -0.13 -0.24 0.87
S -2.5711 -1.4935 -0.8995 1.99 -0.75 0.28 -0.07
C 1.9302 -3.0230 1.1343 -0.43 -0.38 0.69 -1.08
C 2.8582 -4.0563 1.1711 0.00 0.02 -0.10 0.00
C 2.7784 -5.0533 2.1295 0.02 0.08 0.02 -1.04
C 1.7990 -4.9987 3.1097 0.03 0.03 -0.03 -0.62
C 0.9050 -3.9484 3.1255 0.07 0.23 -0.16 -0.74
C 0.9464 -2.9663 2.1317 0.45 -0.16 -0.24 1.25
S -0.2660 -1.7193 2.1746 -0.43 0.87 -2.55 -0.45
H 3.9313 -1.3206 0.6978 -0.12 -0.14 -0.01 0.41
H 2.5716 -0.5373 1.5392 0.01 -0.04 -0.12 0.25
H 2.9290 -0.1273 -0.1451 -0.06 0.05 0.01 0.41
H 2.3909 -3.5945 -1.1695 0.03 0.12 0.07 0.74
H 3.4281 -2.1932 -1.4202 -0.06 -0.06 0.04 0.35
H 1.7920 -2.6217 -3.2160 -0.13 0.07 0.07 0.49
H 1.6401 -0.9812 -2.5362 -0.03 -0.13 -0.07 0.38
H 0.2369 -4.3059 -2.4456 0.03 0.07 -0.09 0.36
H -1.2736 -3.8194 -1.6615 0.07 0.13 0.05 0.42
H 0.1988 -3.9285 -0.7101 0.07 0.01 0.09 0.19
H 0.4810 -1.9528 -4.6871 0.15 0.00 -0.09 0.36
H -1.2470 -1.4593 -6.3389 0.05 0.06 -0.07 0.44
H -3.5772 -1.0861 -5.6323 -0.09 0.08 -0.05 0.42
H -4.1442 -1.0668 -3.2220 -0.13 0.10 0.06 0.51
H 3.6542 -4.0939 0.4433 0.08 -0.04 -0.08 0.52
H 3.4906 -5.8637 2.1138 0.07 -0.04 0.01 0.42
H 1.7311 -5.7700 3.8593 0.02 -0.09 0.09 0.41
H 0.1522 -3.8698 3.8938 -0.13 -0.08 0.08 0.49
C 3.1396 4.1977 0.8733 -0.03 0.09 0.03 -1.39
C 2.2813 3.7190 -0.2303 -0.04 0.02 -0.19 1.07
N 2.1997 4.2362 -1.4173 0.54 0.67 0.20 -0.85
N 1.3822 3.4373 -2.1207 -0.40 -0.82 0.82 0.30
C 0.9500 2.3909 -1.3829 0.78 0.25 0.60 0.09
S 0.0483 1.1086 -1.9588 -0.90 -1.72 0.17 -0.35
N 1.5059 2.5838 -0.1528 -0.32 0.63 -1.21 0.44
N 1.3574 1.7276 0.9213 -0.03 -0.47 0.47 -0.24
H 3.7873 4.9762 0.4787 0.02 0.00 0.08 0.36
H 3.7502 3.3757 1.2515 0.06 0.08 0.03 0.34
H 2.5522 4.6112 1.6951 0.00 -0.02 -0.01 0.32
H 1.1332 3.6443 -3.0758 0.06 -0.04 0.08 0.19
H 1.7330 2.1498 1.7657 0.01 0.16 -0.25 0.34
H 0.3589 1.5246 1.0624 0.06 0.40 0.04 -0.15
O -3.2592 0.7249 -0.0474 0.39 1.48 1.05 -0.61
C -2.4850 1.2352 0.7540 -3.08 0.59 -1.12 0.30
O -1.2742 0.9307 0.9433 3.53 -2.41 -0.13 -0.70
C -2.9157 2.3929 1.6334 0.56 -0.19 0.08 0.15
C -2.5701 2.3431 2.9813 -0.19 0.26 -0.12 -0.35
C -2.8590 3.4184 3.7999 -0.07 0.20 0.15 -0.45
C -3.4712 4.5396 3.2540 0.22 -0.99 -0.71 -0.02
C -3.8062 4.6001 1.9084 -0.04 0.15 0.16 -0.55
C -3.5299 3.5154 1.0929 0.02 -0.24 0.14 -0.54
N -3.7730 5.6646 4.1162 -0.02 0.19 0.14 0.99
O -4.3951 6.5828 3.6345 -0.16 0.33 -0.04 -0.60
O -3.3790 5.6038 5.2591 0.05 0.13 0.36 -0.60
H -2.0916 1.4586 3.3760 0.06 0.01 0.06 0.50
H -2.6117 3.4191 4.8502 -0.02 -0.04 0.04 0.49
H -4.2684 5.4956 1.5223 -0.05 0.00 -0.02 0.49
H -3.7839 3.5261 0.0442 -0.04 0.04 -0.08 0.50
```
Forces are in eV/Å.

Properties
- Multiplicity: 2
- Gap between HOMO and LUMO (spin up / spin down): 5.430 / 4.643 eV
- Total charge: +1
- Relative energy (zero: lowest compared OMol25 entry of this formula, charge and spin): 469.7 kJ/mol
- Molar mass: 790.97 g mol⁻¹

=====

[2]
A structure of composition C26H28MoN6O9S in a non-equilibrium geometry, computed with ωB97M-V/def2-TZVPD.

Structure (XYZ):
```
71
Properties=species:S:1:pos:R:3:forces:R:3:mulliken_charge:R:1
Mo -1.3375 -1.9700 0.1011 0.26 -0.32 1.08 0.66
O -1.5896 -0.0938 1.5359 0.86 0.95 -0.21 -0.28
C -2.4682 0.9347 1.1422 -0.13 -0.20 0.02 -1.26
C -2.6718 0.8449 -0.3493 -0.05 0.10 0.15 0.60
C -3.4016 1.8122 -1.0196 0.02 0.08 -0.10 -1.02
C -3.6385 1.6568 -2.3746 0.00 0.03 0.06 -0.58
C -3.1542 0.5274 -3.0161 0.01 -0.04 0.02 -1.14
C -2.4472 -0.4008 -2.2793 0.02 0.07 -0.07 -0.78
N -2.1846 -0.2282 -0.9726 0.07 -0.13 -0.37 1.78
H -1.6916 -0.3126 2.4771 -0.40 -0.50 0.04 0.41
H -2.0709 1.9125 1.4313 -0.05 0.03 -0.07 0.57
H -3.4491 0.8193 1.6181 0.05 -0.05 0.06 0.40
H -3.7853 2.6660 -0.4759 0.01 0.00 0.00 0.51
H -4.2088 2.3975 -2.9196 0.00 0.00 0.01 0.45
H -3.3452 0.3499 -4.0643 0.01 -0.02 0.00 0.51
H -2.0861 -1.3278 -2.7040 0.00 0.00 0.00 0.61
O 3.7627 -3.7763 3.9886 -0.05 -0.09 -0.02 -0.47
C 2.6213 -3.0681 4.1639 0.09 0.16 -0.06 0.52
O 2.1518 -2.9139 5.2467 -0.02 -0.01 0.03 -0.51
C 2.0914 -2.4159 2.9246 0.03 -0.16 0.14 -0.56
C 2.6603 -1.3670 2.2390 0.07 0.03 0.11 -0.12
N 1.8002 -1.0169 1.2657 -0.15 -0.02 -0.05 -0.17
N 0.7178 -1.8073 1.2679 -0.03 0.35 0.17 0.45
C 0.8741 -2.6584 2.2660 -0.27 -0.13 -0.30 -0.11
C -0.1688 -3.7584 2.3430 -0.01 0.19 -0.03 0.65
O 0.0040 -4.6821 3.1101 -0.01 0.01 0.05 -0.71
O -1.1189 -3.5776 1.4970 0.35 -0.23 0.04 -0.70
H 3.9061 -3.9270 3.0465 0.00 0.00 0.00 0.38
H 3.5900 -0.8436 2.3915 -0.01 0.01 0.00 0.52
H 1.9253 -0.3448 0.5250 0.07 0.03 0.04 -0.18
O -1.6086 -3.1528 -1.0802 -0.22 -0.35 -0.77 -0.70
C 1.6316 3.3100 0.3486 0.00 0.00 -0.01 -0.95
C 0.3353 3.1757 -0.4409 -0.03 -0.01 0.02 0.02
C 0.4753 2.2969 -1.6733 0.09 0.00 0.07 -0.75
N 0.8028 0.9233 -1.2688 -0.08 0.06 0.02 1.14
C 1.1366 -0.0783 -2.1056 0.11 -0.21 0.03 -0.40
S 0.7855 -1.6712 -1.7814 0.05 0.11 -0.33 -0.23
N 1.7936 0.2447 -3.2755 -0.06 0.15 -0.02 0.05
C 2.7411 1.2495 -3.5381 -0.02 0.00 0.06 0.11
O 2.8666 1.6722 -4.6596 0.05 -0.04 -0.03 -0.59
C 3.6229 1.6779 -2.4116 -0.01 -0.01 -0.02 0.39
C 3.9760 0.8056 -1.3865 0.00 -0.04 0.00 -0.02
C 4.8586 1.2208 -0.4017 0.00 0.02 0.01 -0.74
C 5.3804 2.5072 -0.4341 0.00 0.00 -0.01 -0.44
C 5.0406 3.3721 -1.4664 0.01 0.00 0.02 -0.62
C 4.1721 2.9542 -2.4609 -0.01 0.02 -0.01 -0.59
H 1.4990 3.9639 1.2101 0.00 0.00 0.00 0.50
H 2.4276 3.7233 -0.2730 -0.01 0.00 0.01 0.19
H 1.9753 2.3413 0.7155 0.00 0.00 0.01 0.05
H -0.0119 4.1561 -0.7737 0.01 0.01 0.01 0.53
H -0.4555 2.7762 0.2009 -0.01 -0.01 -0.01 -0.35
H 1.2700 2.7010 -2.2961 -0.02 -0.03 -0.04 0.53
H -0.4476 2.2884 -2.2599 -0.04 0.01 -0.01 0.21
H 0.2401 0.5858 -0.4937 -0.03 0.01 -0.02 -0.30
H 1.6211 -0.3829 -4.0475 0.01 0.00 -0.01 0.28
H 3.5972 -0.2105 -1.3815 -0.01 0.00 0.00 0.62
H 5.1553 0.5366 0.3830 0.00 -0.01 0.00 0.47
H 6.0667 2.8302 0.3376 0.00 0.00 0.00 0.42
H 5.4614 4.3682 -1.4997 0.00 0.00 0.00 0.41
H 3.9135 3.6036 -3.2873 0.00 0.00 0.00 0.44
O -4.5036 -2.2008 -1.0151 0.04 0.05 0.06 -0.58
C -4.4027 -2.3372 0.1851 -0.11 -0.08 -0.13 -0.11
C -5.5345 -2.7685 1.1052 -0.01 0.00 0.02 -0.45
C -4.9567 -2.6140 2.5041 -0.02 0.01 0.02 -0.62
C -3.5466 -2.1037 2.2687 -0.06 -0.10 -0.10 0.44
O -2.8090 -1.7198 3.1644 0.05 0.10 0.02 -0.68
N -3.2590 -2.0911 0.9236 -0.49 0.20 0.43 0.82
H -5.8083 -3.7919 0.8515 0.03 -0.01 0.00 0.26
H -6.4065 -2.1442 0.9145 0.01 0.01 0.00 0.27
H -4.8894 -3.5468 3.0630 0.02 -0.02 -0.02 0.29
H -5.4937 -1.9020 3.1304 0.01 0.00 0.00 0.26
```
Forces are in eV/Å.

Properties
- Multiplicity: 3
- Gap between HOMO and LUMO (spin up / spin down): 5.673 / 8.320 eV
- Relative energy (zero: lowest compared OMol25 entry of this formula, charge and spin): 119.9 kJ/mol
- Molar mass: 696.55 g mol⁻¹

=====

[3]
A structure of composition C26H28N3RuS3Sb2 in a non-equilibrium geometry, computed with ωB97M-V/def2-TZVPD.

Structure (XYZ):
```
63
Properties=species:S:1:pos:R:3:forces:R:3:mulliken_charge:R:1
Ru 0.3167 -1.6804 0.2568 -0.81 -2.71 0.52 0.13
C -1.7040 -2.4375 -2.3020 -0.11 0.04 0.00 -1.16
C -2.5834 -2.0883 -1.1415 0.02 0.00 0.15 0.58
C -3.9908 -2.1504 -1.2524 0.05 -0.01 -0.04 -1.00
C -4.7689 -1.8426 -0.1786 -0.10 0.00 -0.06 -0.80
C -4.1744 -1.4626 1.0425 0.05 0.05 0.05 0.95
C -4.9181 -1.1414 2.1992 -0.10 -0.03 -0.10 -1.00
C -4.2657 -0.7762 3.3414 0.12 0.05 0.08 -0.65
C -2.8609 -0.7119 3.3781 -0.13 0.02 0.01 -0.64
C -2.1047 -1.0170 2.2701 0.37 0.05 0.16 1.08
S -0.3562 -0.9226 2.3690 0.40 -0.06 -0.67 -0.28
C -2.7648 -1.4037 1.0803 -0.10 0.05 0.12 -0.73
N -2.0115 -1.7139 -0.0101 0.59 0.08 -0.60 0.64
H -2.2770 -2.9000 -3.1036 -0.02 0.03 0.00 0.47
H -0.9277 -3.1295 -1.9802 0.04 -0.02 -0.04 0.23
H -1.2178 -1.5394 -2.6925 0.03 0.01 -0.01 0.05
H -4.4295 -2.4499 -2.1946 0.01 -0.01 0.01 0.48
H -5.8494 -1.8871 -0.2510 0.01 -0.01 0.02 0.42
H -5.9991 -1.1918 2.1627 0.01 -0.01 -0.01 0.41
H -4.8276 -0.5316 4.2335 0.00 -0.01 0.00 0.38
H -2.3523 -0.4249 4.2903 -0.05 0.00 0.01 0.46
S -0.7181 -4.1088 0.5719 0.38 1.86 -0.16 -0.37
C 0.5748 -5.0487 1.1650 0.14 -0.42 0.14 0.81
C 0.2845 -6.4081 1.5356 -0.05 0.12 0.00 -0.24
N 0.0311 -7.4958 1.8074 -0.01 0.01 0.00 -0.45
C 1.8322 -4.5731 1.2601 -0.10 -0.33 0.19 0.34
S 2.2529 -2.9853 0.7351 -0.44 1.00 -0.30 -0.25
C 2.8969 -5.3826 1.7698 0.07 0.09 -0.04 -0.16
N 3.7648 -6.0178 2.1775 0.00 0.03 -0.02 -0.47
C -2.5603 2.0300 -1.5212 0.02 -0.22 -0.08 -1.44
Sb -0.7340 1.0093 -0.9500 -0.03 0.49 0.18 0.58
C -0.4401 2.3315 0.7098 0.06 -0.09 -0.12 -1.14
C 0.5193 2.0139 -2.4504 -0.10 -0.14 0.21 -1.65
C 1.2865 3.1342 -1.8454 0.13 0.09 -0.08 0.71
C 0.7112 4.4041 -1.7672 0.08 -0.05 -0.08 -0.52
C 1.3759 5.4664 -1.1787 -0.01 -0.01 0.04 -0.58
C 2.6386 5.2681 -0.6379 -0.02 0.02 0.01 -0.67
C 3.2202 4.0136 -0.7090 -0.01 -0.09 -0.01 -0.79
C 2.5712 2.9355 -1.3155 0.01 0.11 0.09 1.32
C 3.3006 1.6329 -1.4328 -0.38 -0.24 -0.16 -1.91
Sb 2.6493 -0.0745 -0.2180 0.14 0.53 0.84 0.91
C 4.5555 -1.0415 -0.3344 -0.16 -0.16 -0.18 -1.40
C 3.0835 0.8886 1.6443 -0.04 -0.03 -0.16 -1.45
H -2.3663 3.1039 -1.5280 0.05 -0.06 0.03 0.44
H -3.3518 1.8132 -0.8032 0.05 -0.03 -0.01 0.41
H -2.8817 1.7147 -2.5140 -0.01 -0.01 0.04 0.42
H -0.4172 3.3602 0.3549 -0.01 0.00 0.02 0.46
H 0.4803 2.0970 1.2389 -0.04 0.00 0.02 0.18
H -1.2791 2.1848 1.3899 0.02 -0.04 0.01 0.48
H -0.1836 2.3614 -3.2075 0.03 0.01 -0.01 0.68
H 1.1602 1.2514 -2.8890 -0.02 0.02 -0.06 0.40
H -0.2742 4.5537 -2.1957 0.01 0.02 0.01 0.31
H 0.9124 6.4442 -1.1434 0.00 -0.02 0.00 0.40
H 3.1740 6.0894 -0.1793 -0.01 -0.02 0.01 0.40
H 4.2172 3.8620 -0.3089 -0.02 0.02 0.00 0.36
H 4.3341 1.7541 -1.1091 -0.02 -0.04 0.00 0.61
H 3.3076 1.2696 -2.4626 0.06 0.03 0.00 0.62
H 5.3143 -0.2771 -0.4952 -0.06 0.05 -0.01 0.45
H 4.5803 -1.7703 -1.1410 0.02 0.00 0.01 0.40
H 4.7374 -1.5530 0.6066 -0.02 0.01 0.00 0.44
H 4.1630 1.0296 1.6902 0.00 0.02 0.05 0.52
H 2.7526 0.2641 2.4717 -0.02 -0.01 -0.02 0.40
H 2.5911 1.8581 1.6914 0.00 0.00 0.03 0.39
```
Forces are in eV/Å.

Properties
- Multiplicity: 2
- Gap between HOMO and LUMO (spin up / spin down): 6.117 / 5.875 eV
- Relative energy (zero: lowest compared OMol25 entry of this formula, charge and spin): 342.8 kJ/mol
- Molar mass: 823.32 g mol⁻¹

=====

[4]
An isolated molecule of C26H28N4O4 in a non-equilibrium geometry, computed with ωB97M-V/def2-TZVPD.

Structure (XYZ):
```
62
Properties=species:S:1:pos:R:3:forces:R:3:mulliken_charge:R:1
C -10.3903 -0.6233 -0.6947 -0.11 -0.06 -0.16 -0.83
O -9.5851 -0.1880 0.3707 0.28 0.10 0.22 -0.46
C -8.2262 -0.2361 0.2160 0.06 -0.02 -0.04 0.80
C -7.4696 0.1944 1.3065 -0.15 -0.09 -0.08 -0.69
C -6.0955 0.1880 1.2561 -0.06 -0.08 -0.04 -0.28
C -5.4127 -0.2609 0.1198 -0.39 -0.02 -0.16 0.01
N -4.0156 -0.2061 0.0954 0.35 0.15 -0.05 0.28
C -3.2969 -0.8721 1.1632 0.20 0.07 0.24 -1.04
C -1.8823 -0.3084 1.2630 -0.24 -0.21 0.10 -0.42
N -1.2028 -0.5340 0.0022 0.08 -0.10 0.05 0.40
C 0.2372 -0.3237 0.0608 0.11 -0.14 -0.20 -0.76
C 0.9470 -1.1220 -1.0544 -0.12 -0.06 0.43 -1.77
N 2.3645 -0.8430 -1.0637 -0.14 0.14 -0.29 -0.07
C 3.1832 -1.3194 -0.0933 0.18 0.23 -0.32 0.40
O 2.8280 -2.1544 0.7144 -0.11 -0.27 0.24 -0.66
C 4.5702 -0.7656 -0.1252 0.18 0.17 0.12 0.65
C 4.8189 0.5715 -0.4089 -0.15 -0.23 0.00 -0.44
C 6.1120 1.0886 -0.4011 0.44 -0.05 0.03 -1.25
C 7.1340 0.2185 -0.1079 -0.30 -0.47 0.10 0.92
C 6.8879 -1.1249 0.1926 -0.14 0.57 -0.16 1.02
C 5.6169 -1.6372 0.2012 0.25 0.01 0.02 -1.23
O 8.0744 -1.7536 0.4526 -0.43 -0.20 0.00 -0.49
C 9.0758 -0.7697 0.3119 1.24 -0.20 0.17 -0.24
O 8.4767 0.4600 -0.0419 -0.37 0.31 -0.11 -0.48
C 0.6599 1.1302 0.0683 0.01 0.10 0.24 0.63
C 0.9135 1.7780 1.2738 0.00 0.03 -0.22 -0.34
C 1.2889 3.1106 1.2697 -0.01 0.00 -0.04 -0.57
C 1.4082 3.7550 0.0479 0.05 0.11 0.34 -0.42
N 1.1738 3.1552 -1.1061 0.05 0.27 -0.50 -0.70
C 0.8053 1.8866 -1.0920 -0.06 -0.24 0.19 0.04
C -1.9111 0.1725 -1.0462 -0.23 -0.13 -0.15 -0.40
C -3.3301 -0.3871 -1.1634 0.15 0.23 -0.09 -1.22
C -6.1775 -0.6849 -0.9632 0.39 0.00 0.17 -0.56
C -7.5630 -0.6690 -0.9220 -0.49 0.04 0.07 -0.51
H -10.2346 -0.0162 -1.5931 0.00 -0.03 0.03 0.33
H -11.4187 -0.5050 -0.3561 0.05 -0.03 -0.07 0.23
H -10.2086 -1.6767 -0.9339 0.00 0.04 0.00 0.34
H -7.9893 0.5408 2.1859 -0.05 0.05 0.11 0.41
H -5.5379 0.5512 2.1058 0.06 0.07 0.07 0.42
H -3.2240 -1.9537 0.9613 -0.03 0.03 0.08 0.22
H -3.8191 -0.7308 2.1083 0.02 -0.02 -0.03 0.52
H -1.9374 0.7655 1.5141 0.00 -0.06 0.03 0.28
H -1.3437 -0.8306 2.0565 0.02 0.02 0.00 0.43
H 0.5728 -0.7684 1.0052 -0.02 0.07 -0.12 0.71
H 0.8066 -2.1849 -0.8471 -0.08 0.11 -0.09 0.34
H 0.5407 -0.8970 -2.0393 0.00 -0.02 0.00 0.42
H 2.6920 -0.0924 -1.6493 0.10 -0.13 0.06 0.36
H 4.0002 1.2479 -0.6082 -0.12 0.05 -0.02 0.31
H 6.3066 2.1263 -0.6132 0.02 0.14 -0.02 0.44
H 5.4115 -2.6653 0.4467 -0.03 -0.14 0.05 0.48
H 9.6177 -0.6545 1.2642 -0.21 -0.01 -0.19 0.25
H 9.7849 -1.0732 -0.4747 -0.24 0.07 0.13 0.25
H 0.8267 1.2356 2.2051 0.00 -0.07 0.08 0.46
H 1.4920 3.6335 2.1914 0.03 0.07 0.07 0.42
H 1.7079 4.7925 -0.0166 0.03 0.09 0.10 0.40
H 0.6256 1.4586 -2.0700 -0.05 -0.17 -0.08 0.41
H -1.9749 1.2554 -0.8413 0.01 -0.08 -0.07 0.24
H -1.4001 0.0271 -1.9981 0.01 0.04 -0.04 0.34
H -3.2661 -1.4505 -1.4474 -0.05 0.04 -0.06 0.39
H -3.8602 0.1645 -1.9415 0.00 -0.06 0.00 0.55
H -5.7020 -1.0489 -1.8604 0.08 -0.02 -0.06 0.39
H -8.1070 -1.0096 -1.7893 -0.08 -0.02 -0.05 0.36
```
Forces are in eV/Å.

Properties
- SMILES: COc1ccc(N2CCN([C@@H](CNC(=O)c3ccc4c(c3)OCO4)c3cccnc3)CC2)cc1
- Gap between HOMO and LUMO: 8.199 eV
- Relative energy (zero: lowest compared OMol25 entry of this formula, charge and spin): 355.2 kJ/mol
- Molar mass: 460.53 g mol⁻¹